No. 1
{"formula": "C27H30N9O3S2Se2Ti", "method": "ωB97M-V/def2-TZVPD", "total_energy_ev": -223521.196, "total_charge": -1, "lumo_ev": [1.82, 1.81], "s2": 2.020, "spin_multiplicity": 3, "de_lowest_ev": 0.000, "e_homo_ev": [-3.33, -3.76], "symbols": ["Ti", "N", "C", "N", "C", "N", "N", "C", "C", "C", "C", "C", "C", "N", "C", "C", "C", "C", "C", "C", "H", "H", "H", "H", "H", "H", "H", "H", "H", "H", "H", "O", "C", "C", "C", "O", "C", "Se", "C", "Se", "H", "H", "H", "H", "H", "H", "H", "H", "H", "H", "N", "C", "C", "N", "C", "C", "N", "C", "C", "N", "H", "H", "H", "H", "H", "H", "C", "O", "C", "S", "S", "H", "H", "H"], "xyz": [[0.4111, 0.1108, -0.9428], [4.0984, 1.7866, 0.9140], [3.3233, 0.9761, 0.1823], [2.1955, 1.3266, -0.3479], [1.7448, 2.6510, -0.1594], [0.7091, 3.0635, -0.7761], [0.1050, 2.0314, -1.4859], [-0.8161, 2.3700, -2.3894], [-1.2927, 1.3095, -3.1833], [-2.2231, 1.4809, -4.2255], [-2.5782, 0.4089, -4.9904], [-2.0032, -0.8432, -4.7141], [-1.1269, -0.9441, -3.6663], [-0.7509, 0.0858, -2.8911], [2.4932, 3.5462, 0.7324], [2.0512, 4.8183, 1.0788], [2.7998, 5.6073, 1.9309], [3.9990, 5.1231, 2.4563], [4.4422, 3.8575, 2.1319], [3.6821, 3.0745, 1.2711], [4.8452, 1.3570, 1.4339], [3.6763, -0.0374, 0.0596], [-1.1323, 3.3968, -2.5154], [-2.6571, 2.4601, -4.3812], [-3.3095, 0.5152, -5.7815], [-2.2710, -1.7264, -5.2768], [-0.7110, -1.9120, -3.4183], [1.1071, 5.1579, 0.6734], [2.4501, 6.5960, 2.1984], [4.5844, 5.7364, 3.1298], [5.3645, 3.4673, 2.5473], [2.0841, 0.9851, 2.9144], [1.2492, 0.4139, 3.9013], [0.4758, -0.8547, 3.5133], [-0.0486, -1.3660, 4.8674], [-0.9300, -2.4853, 4.7797], [-0.7591, -0.5404, 2.6405], [-0.6692, 0.8896, 1.2879], [1.3289, -1.9889, 2.9181], [2.1504, -1.8259, 1.1273], [1.4775, 1.1050, 2.1537], [0.5064, 1.1545, 4.2310], [1.8937, 0.1855, 4.7569], [-0.5491, -0.5391, 5.3878], [0.7891, -1.6952, 5.4835], [-1.6302, -2.2526, 4.1598], [-1.5711, -0.2000, 3.2898], [-1.0887, -1.4454, 2.1311], [0.6820, -2.8606, 2.8561], [2.1329, -2.2248, 3.6200], [-0.5001, -3.8686, -1.0051], [-1.6938, -3.6026, -0.3642], [-1.7417, -2.2522, -0.2033], [-0.5931, -1.7069, -0.7143], [0.1221, -2.6986, -1.1931], [1.3536, -2.3876, -1.9222], [1.7354, -1.1369, -2.0318], [2.8464, -1.1328, -2.8418], [3.1288, -2.4063, -3.2234], [2.1506, -3.1903, -2.6425], [-0.1261, -4.7820, -1.1878], [-2.4084, -4.3689, -0.1279], [-2.5334, -1.6310, 0.1783], [3.3585, -0.2191, -3.0893], [3.9039, -2.8182, -3.8436], [2.1322, -4.1945, -2.6391], [-7.5757, -1.1084, -0.9546], [-6.3961, -0.3451, -1.1677], [-5.1937, -0.9821, -1.2757], [-5.1639, -2.6869, -1.1919], [-3.8936, 0.0728, -1.4689], [-8.3658, -0.3711, -0.8139], [-7.4849, -1.7465, -0.0773], [-7.7955, -1.7423, -1.8136]]}

***

No. 2
{"formula": "C31H32BHfN4SbSe4", "method": "ωB97M-V/def2-TZVPD", "total_energy_ev": -308537.809, "total_charge": -2, "lumo_ev": 4.01, "de_lowest_ev": 1.863, "e_homo_ev": -1.66, "symbols": ["Hf", "C", "C", "C", "C", "C", "C", "C", "C", "C", "C", "H", "H", "H", "H", "H", "H", "H", "H", "H", "H", "H", "H", "H", "H", "B", "N", "C", "C", "C", "N", "N", "C", "C", "C", "N", "H", "H", "H", "H", "H", "H", "H", "H", "Se", "Sb", "Se", "Se", "Se", "C", "C", "C", "C", "C", "C", "C", "C", "C", "C", "C", "C", "C", "C", "C", "H", "H", "H", "H", "H", "H", "H", "H", "H", "H"], "xyz": [[-0.6665, -0.2625, -0.6992], [1.2377, 0.3897, 4.4414], [2.2381, -0.5594, 3.7656], [1.8224, -2.0125, 3.9673], [2.4786, -0.1952, 2.3086], [3.0664, 1.0296, 1.9931], [3.4195, 1.3587, 0.6945], [3.1970, 0.4722, -0.3575], [3.7419, 0.7362, -1.7375], [2.5474, -0.7273, -0.0628], [2.1961, -1.0530, 1.2507], [0.8549, -0.0592, 5.3598], [0.3891, 0.5897, 3.7899], [1.7005, 1.3478, 4.6917], [3.2092, -0.4214, 4.2599], [0.8556, -2.2105, 3.5013], [1.6986, -2.2174, 5.0306], [2.5618, -2.7049, 3.5563], [3.2753, 1.7331, 2.7925], [3.9132, 2.3062, 0.4995], [4.8309, 0.8190, -1.7019], [3.3624, 1.6622, -2.1757], [3.4936, -0.0748, -2.4194], [2.3874, -1.4568, -0.8448], [1.7261, -2.0087, 1.4367], [-2.8495, 1.9953, -2.7511], [-3.2093, 0.5014, -2.5128], [-4.2489, -0.1271, -3.0606], [-4.4756, -1.3170, -2.3865], [-3.5003, -1.3445, -1.4031], [-2.7422, -0.2410, -1.4802], [-1.3018, 2.2032, -2.8058], [-0.7160, 3.2223, -3.4352], [0.5700, 3.3850, -2.9458], [0.6928, 2.3901, -1.9851], [-0.4368, 1.6796, -1.9110], [-3.2940, 2.2945, -3.8355], [-3.3019, 2.6694, -1.8583], [-4.7726, 0.3283, -3.8841], [-5.2350, -2.0529, -2.5808], [-3.2769, -2.0823, -0.6506], [-1.2635, 3.7719, -4.1820], [1.3073, 4.1063, -3.2506], [1.5201, 2.1412, -1.3410], [-4.9395, -1.8512, 4.5126], [-2.8134, -0.8338, 4.9971], [-1.0753, 1.3027, 1.4295], [-1.4040, -1.0149, 1.7122], [-1.4656, -2.2420, 6.4263], [-0.0609, -2.0712, -1.6550], [0.4354, -1.8264, -2.7789], [1.0949, -1.6379, -3.9940], [0.3713, -0.9960, -5.0813], [-0.7780, -0.2212, -4.8245], [-1.4980, 0.3940, -5.8307], [-1.1163, 0.2625, -7.1624], [-0.0068, -0.5231, -7.4487], [0.7166, -1.1416, -6.4411], [2.4727, -2.1039, -4.0752], [2.9432, -3.1129, -3.2082], [4.2696, -3.5047, -3.1879], [5.2016, -2.9237, -4.0412], [4.7618, -1.9344, -4.9131], [3.4360, -1.5332, -4.9338], [-1.1080, -0.1057, -3.8008], [-2.3612, 0.9944, -5.5632], [-1.6736, 0.7492, -7.9535], [0.2996, -0.6693, -8.4794], [1.5492, -1.7756, -6.7128], [2.2393, -3.5771, -2.5277], [4.5795, -4.2769, -2.4924], [6.2409, -3.2273, -4.0212], [5.4678, -1.4477, -5.5780], [3.1471, -0.7224, -5.5883]]}

***

No. 3
{"formula": "C10H13NO", "method": "ωB97M-V/def2-TZVPD", "total_energy_ev": -14113.984, "lumo_ev": [0.69, -2.31], "s2": 2.012, "spin_multiplicity": 3, "de_lowest_ev": 0.000, "e_homo_ev": [-5.97, -9.42], "symbols": ["C", "C", "C", "C", "C", "C", "C", "C", "C", "C", "N", "O", "H", "H", "H", "H", "H", "H", "H", "H", "H", "H", "H", "H", "H"], "xyz": [[-0.4245, -0.9395, 0.9145], [0.3195, -2.0457, 0.4464], [-1.5185, -0.9751, 1.8080], [-2.4340, 0.0102, 1.8916], [-2.3236, 1.1521, 0.8913], [0.0903, 0.5146, 0.5348], [1.4976, -1.3927, -0.3471], [2.1123, 1.1375, -0.7862], [0.1286, 0.1349, -1.9951], [0.9623, 0.0837, -0.6935], [-1.0792, 1.2874, 0.3251], [-3.2118, 1.9569, 0.7497], [-1.5582, -1.9572, 2.3324], [-3.3680, 0.1971, 2.5665], [0.6687, 0.8266, 1.4740], [1.7455, -2.0522, -1.2303], [0.1979, -3.1324, 0.7387], [2.4792, -1.4018, 0.1918], [1.5634, 2.1045, -0.8138], [2.7929, 1.0108, 0.0705], [2.6833, 1.0386, -1.6353], [0.6383, -0.2140, -2.8542], [-0.2969, 1.1672, -2.3797], [-0.6971, -0.6187, -1.8831], [-0.9681, 2.1072, -0.3172]]}

***

No. 4
{"formula": "C6H8F2P2", "method": "ωB97M-V/def2-TZVPD", "total_energy_ev": -30359.540, "lumo_ev": -0.55, "de_lowest_ev": 0.527, "e_homo_ev": -8.62, "symbols": ["C", "C", "C", "P", "C", "C", "F", "C", "P", "H", "H", "H", "H", "H", "H", "H", "F", "H"], "xyz": [[0.7367, 2.1376, -0.2274], [-0.2710, 1.0001, -0.5839], [-0.2342, 0.4001, -1.9590], [-1.8030, 0.9046, 0.4342], [-0.4019, 0.0099, 0.5025], [0.2412, -0.9061, 1.4426], [-0.5297, -1.0169, 2.5892], [1.0413, -2.1422, 1.1526], [2.1101, -1.0998, 1.8193], [1.6297, 1.6980, 0.0047], [0.3866, 2.5976, 0.6207], [0.8589, 2.7662, -1.0402], [-1.1961, -0.2917, -2.1947], [0.7316, -0.0762, -2.1526], [-0.2926, 1.2544, -2.7207], [0.9180, -3.1907, 0.7972], [-2.1103, -2.4015, 0.4849], [-1.8151, -1.6433, 1.0305]]}

***

No. 5
{"formula": "C18H41FN2O2", "method": "ωB97M-V/def2-TZVPD", "total_energy_ev": -29122.727, "lumo_ev": 0.73, "e_homo_ev": -10.04, "symbols": ["C", "C", "N", "O", "C", "O", "N", "C", "F", "C", "C", "H", "H", "H", "H", "H", "H", "H", "H", "H", "H", "H", "H", "H", "C", "C", "C", "C", "C", "C", "H", "H", "H", "H", "H", "H", "H", "H", "H", "H", "H", "H", "H", "H", "C", "C", "C", "C", "C", "C", "H", "H", "H", "H", "H", "H", "H", "H", "H", "H", "H", "H", "H", "H"], "xyz": [[-2.7849, 4.4891, 1.6078], [-1.9653, 5.0878, 0.4686], [-0.8016, 5.8984, 0.8410], [-0.1792, 5.3066, 1.9894], [1.1509, 5.0540, 1.7653], [1.8771, 5.7975, 1.1806], [1.5767, 3.8351, 2.3699], [0.7397, 2.6806, 2.0589], [0.4358, 2.0469, 3.2693], [1.4194, 1.7075, 1.1126], [1.3277, 2.2334, -0.3376], [-3.2036, 5.2653, 2.2547], [-2.2029, 3.8118, 2.2344], [-3.6134, 3.9170, 1.1802], [-2.6083, 5.7459, -0.1224], [-1.6293, 4.2909, -0.2075], [-1.1378, 6.7979, 1.1737], [1.5672, 3.9706, 3.3785], [-0.2205, 2.9861, 1.6203], [2.4537, 1.5347, 1.4093], [0.8382, 0.7814, 1.1756], [2.2689, 2.1028, -0.8739], [0.5296, 1.7250, -0.8864], [1.0994, 3.3059, -0.3728], [-0.9794, -3.4347, -3.3786], [-2.2552, -2.8730, -2.7587], [-2.9056, -1.7695, -3.5931], [-2.0332, -0.5297, -3.7991], [-1.5572, 0.1282, -2.5062], [-2.6901, 0.6480, -1.6257], [-0.2050, -2.6712, -3.4713], [-0.5716, -4.2412, -2.7673], [-1.1751, -3.8367, -4.3749], [-2.0384, -2.5041, -1.7519], [-2.9775, -3.6838, -2.6338], [-3.8497, -1.4801, -3.1235], [-3.1712, -2.1746, -4.5745], [-2.5955, 0.2013, -4.3888], [-1.1608, -0.7934, -4.4029], [-0.8976, 0.9626, -2.7617], [-0.9497, -0.5780, -1.9354], [-3.2972, 1.3794, -2.1637], [-2.2963, 1.1345, -0.7305], [-3.3475, -0.1573, -1.2949], [0.7025, -2.0263, -0.0237], [2.1264, -1.9602, 0.5181], [2.8612, -3.2983, 0.5047], [2.2182, -4.3885, 1.3640], [2.0434, -4.0234, 2.8373], [3.3596, -3.7406, 3.5551], [0.0647, -2.6775, 0.5765], [0.2513, -1.0322, -0.0198], [0.6906, -2.3943, -1.0525], [2.1042, -1.5500, 1.5317], [2.6931, -1.2459, -0.0862], [3.8936, -3.1385, 0.8265], [2.9214, -3.6598, -0.5268], [2.8318, -5.2921, 1.2926], [1.2432, -4.6555, 0.9465], [1.5338, -4.8495, 3.3399], [1.3822, -3.1577, 2.9334], [4.0268, -4.6032, 3.4968], [3.1891, -3.5209, 4.6097], [3.8795, -2.8842, 3.1231]]}

***

No. 6
{"formula": "C19H46AgCl4F2N7O11S2", "method": "ωB97M-V/def2-TZVPD", "total_energy_ev": -134593.823, "total_charge": 1, "lumo_ev": [-1.95, -6.27], "s2": 0.752, "spin_multiplicity": 2, "e_homo_ev": [-10.49, -10.49], "symbols": ["Ag", "N", "S", "O", "O", "F", "S", "O", "O", "F", "Cl", "C", "C", "Cl", "H", "H", "H", "H", "Cl", "C", "C", "Cl", "H", "H", "H", "H", "C", "C", "C", "O", "H", "H", "H", "H", "H", "H", "H", "H", "O", "C", "N", "C", "H", "H", "H", "H", "H", "O", "C", "N", "C", "H", "H", "H", "H", "H", "O", "C", "N", "C", "H", "H", "H", "H", "H", "O", "C", "N", "C", "H", "H", "H", "H", "H", "O", "C", "N", "C", "H", "H", "H", "H", "H", "O", "C", "N", "C", "H", "H", "H", "H", "H"], "xyz": [[1.4219, 0.2583, 2.8496], [1.3814, -0.2762, 0.7664], [0.7698, 0.3676, -0.5321], [-0.4830, -0.1759, -0.9683], [1.7361, 0.7842, -1.5017], [0.3017, 1.7538, 0.1130], [2.3684, -1.4360, 0.0725], [3.7513, -1.0984, -0.0168], [1.7474, -2.2872, -0.8835], [2.3600, -2.3337, 1.3906], [-1.3189, -4.0715, -3.8692], [-1.0451, -2.6033, -4.8860], [-0.9182, -1.4797, -3.8858], [-0.6248, 0.0825, -4.7708], [-1.8894, -2.4774, -5.5522], [-0.0940, -2.7689, -5.3774], [-0.0099, -1.5406, -3.2946], [-1.7725, -1.3128, -3.2392], [1.9556, -5.6987, -0.3042], [1.9047, -5.3352, -2.0307], [1.5151, -6.5562, -2.8545], [2.5603, -7.9605, -2.5539], [2.8742, -4.9449, -2.3235], [1.0935, -4.6237, -2.1700], [1.5031, -6.3609, -3.9241], [0.5085, -6.8680, -2.5779], [-4.7389, 2.9248, -0.6975], [-3.3190, 2.7056, -1.2004], [-3.2372, 1.6923, -2.3159], [-2.8043, 3.9514, -1.7222], [-5.2607, 1.9619, -0.6853], [-5.2815, 3.5430, -1.4148], [-4.8091, 3.3508, 0.3034], [-2.6847, 2.4249, -0.3492], [-3.4283, 0.6907, -1.9384], [-2.2327, 1.6783, -2.7382], [-3.9466, 1.9109, -3.1153], [-3.0286, 4.6469, -1.0963], [3.4781, -0.4079, 3.5332], [4.6843, -0.5544, 3.6839], [5.4804, -0.8346, 2.6215], [5.3886, -0.3922, 5.0066], [6.4726, -0.9179, 2.7604], [5.0622, -1.1704, 1.7622], [5.9349, 0.5511, 5.0281], [6.1032, -1.2072, 5.1170], [4.6666, -0.4072, 5.8164], [2.5357, 2.0704, 2.2342], [3.2357, 2.4207, 1.2564], [4.3408, 1.7828, 0.9216], [2.8017, 3.6142, 0.4550], [4.7877, 1.0587, 1.4637], [4.8038, 2.0417, 0.0637], [3.5282, 4.4235, 0.4554], [1.8437, 3.9290, 0.8613], [2.5823, 3.3527, -0.5838], [-2.8402, -0.6284, 1.6864], [-3.4864, -0.9842, 0.6847], [-2.8673, -1.4808, -0.3976], [-4.9780, -1.1471, 0.7649], [-1.8667, -1.4199, -0.5836], [-3.3980, -2.1340, -0.9542], [-5.3841, -1.3754, -0.2265], [-5.4637, -0.2543, 1.1482], [-5.3023, -2.0078, 1.3501], [-0.1883, 1.7841, 3.0292], [-1.1242, 2.4853, 3.4184], [-2.3845, 2.1354, 3.1366], [-0.9054, 3.7488, 4.2083], [-3.1717, 2.5483, 3.6014], [-2.5045, 1.2833, 2.5946], [-0.5072, 4.5026, 3.5326], [-0.2553, 3.5435, 5.0547], [-1.8552, 4.0998, 4.6115], [0.4478, -1.5345, 3.4570], [0.0349, -2.6492, 3.0781], [-1.0367, -2.7560, 2.3110], [0.7630, -3.8922, 3.4818], [-1.3660, -3.6809, 2.0890], [-1.6208, -1.9515, 2.0534], [1.8351, -3.7037, 3.4557], [0.5765, -4.7452, 2.8309], [0.5355, -4.1725, 4.5109], [-0.1548, 3.6721, -5.8233], [-0.6920, 3.6212, -4.7264], [-1.9968, 3.8624, -4.5067], [0.2039, 3.3652, -3.5215], [-2.6178, 3.9953, -5.2850], [-2.3528, 3.9722, -3.5646], [0.0850, 2.3833, -3.0676], [0.0265, 4.1847, -2.8154], [1.2560, 3.4593, -3.7796]]}